Entry 1:
The following is a quantum chemistry calculation of an isolated molecule of C2H3NO3 at a distorted geometry, from the OMol25 dataset.

Structure (XYZ):
```
9
Properties=species:S:1:pos:R:3:nbo_charge:R:1
O 1.5727 0.9644 -0.2282 -0.4385
H -0.1832 0.9054 1.8419 0.2611
C 0.5465 0.3642 -0.1226 0.6167
O 0.3992 -0.0845 -2.4137 -0.2983
H -1.1305 -0.3829 0.7817 0.2796
C -0.1282 -0.0453 1.0845 -0.7703
H 0.3260 -0.9065 1.6098 0.2716
N -0.1634 -0.1539 -1.3939 0.4689
O -1.2390 -0.6609 -1.1593 -0.3909
```

Values from the calculation:
* ΔE to the lowest compared entry with this formula, charge and spin: 104.75 kcal/mol
* DFT total energy: -358.362744 a.u.
* max |F|: 3.78 eV/Å
* SMILES: CC(=O)[N+](=O)[O-]
* lowest unoccupied orbital energy: -0.88 eV
* M: 89.05 g mol⁻¹
* multiplicity: 1

=====

Entry 2:
The following is a quantum chemistry calculation of a structure of composition C2H3NO3 at a distorted geometry, from the OMol25 dataset.

Structure (XYZ):
```
9
Properties=species:S:1:pos:R:3:nbo_charge:R:1
O -0.8702 -0.9667 -0.3902 -0.3567
H 2.2550 -0.3557 -0.6507 0.2280
H 1.1064 -0.6388 0.8299 0.2099
H 1.4221 0.9358 0.4251 0.2319
C 1.2809 0.0131 -0.0034 -0.4685
C -1.6821 0.0161 0.1011 0.9352
O -2.7507 -0.0518 0.6025 -0.5413
N 0.0589 0.0313 -0.7355 0.1208
O -0.8202 1.0168 -0.1788 -0.3592
```

Values from the calculation:
* ΔE to the lowest compared entry with this formula, charge and spin: 106.04 kcal/mol
* DFT total energy: -358.360696 a.u.
* max |F|: 3.98 eV/Å
* lowest unoccupied orbital energy: 0.78 eV
* M: 89.05 g mol⁻¹
* multiplicity: 1

=====

Entry 3:
The following is a quantum chemistry calculation of a cluster of 2 separate species, C2H3NO3 in total at a distorted geometry, from the OMol25 dataset.

Structure (XYZ):
```
9
Properties=species:S:1:pos:R:3:nbo_charge:R:1
H 0.1761 0.9496 1.2061 0.1794
N -0.9177 0.1238 -1.2509 -0.3726
C 0.3942 -0.8728 0.8548 0.6265
C 1.0893 0.3606 1.0313 0.2135
O -0.4495 -1.5100 0.3946 -0.4191
H -0.9367 -0.8350 -1.5655 0.3661
O 0.2115 0.7023 -0.8828 -0.4149
O 2.2745 0.5769 1.1015 -0.5299
H -1.8417 0.5046 -0.8892 0.3510
```

Values from the calculation:
* ΔE to the lowest compared entry with this formula, charge and spin: 150.15 kcal/mol
* DFT total energy: -358.290395 a.u.
* max |F|: 2.49 eV/Å
* lowest unoccupied orbital energy (alpha / beta): -0.30 / -0.53 eV
* M: 89.05 g mol⁻¹
* multiplicity: 1

=====

Entry 4:
The following is a quantum chemistry calculation of a structure of composition C2H3NO3 at a distorted geometry, from the OMol25 dataset.

Structure (XYZ):
```
9
Properties=species:S:1:pos:R:3:nbo_charge:R:1
H -0.0886 -1.0172 0.3521 0.2266
C -3.0047 -0.0367 0.0461 0.9377
H 0.6344 0.0578 -0.7985 0.2245
N -1.2406 0.1063 -0.8357 0.1532
O -4.0843 -0.0868 0.5207 -0.5435
C -0.0889 -0.0560 -0.0378 -0.4856
O -2.2048 1.0168 -0.1342 -0.3739
O -2.1580 -0.9314 -0.5524 -0.3736
H 0.0510 0.6408 0.7682 0.2347
```

Values from the calculation:
* ΔE to the lowest compared entry with this formula, charge and spin: 102.37 kcal/mol
* DFT total energy: -358.366540 a.u.
* max |F|: 3.04 eV/Å
* lowest unoccupied orbital energy: 0.84 eV
* M: 89.05 g mol⁻¹
* multiplicity: 1